1.
ORCA calculation (the ωB97M-V functional and the def2-TZVPD basis) on C29H29AsF6N2O4P2V as an isolated structure at a distorted geometry.

Net charge: +2
Total energy: -163110.6259 eV
<S²>: 0.7782
Frontier orbital gap (spin up / spin down): 0.24779 / 0.24587 Eh
2S+1: 2
E_LUMO (spin up / spin down): -7.416 / -7.358 eV

CARTESIAN COORDINATES (ANGSTROEM)
V -0.5001 2.0086 -0.4004
O 1.3888 1.9967 0.5023
P 1.5883 -0.5562 0.2479
C -0.1702 -1.6427 -1.6071
P -1.7017 -1.1464 -0.7656
O -1.4575 0.2934 -0.2825
C -1.9785 -2.2156 0.6071
C -1.8529 -3.5973 0.4457
C -2.1394 -4.4369 1.5071
C -2.5583 -3.8995 2.7193
C -2.6947 -2.5264 2.8757
C -2.4068 -1.6747 1.8195
C -2.9753 -1.2390 -1.9793
C -3.1158 -2.3866 -2.7668
C -4.1421 -2.4549 -3.6915
C -5.0250 -1.3896 -3.8275
C -4.8923 -0.2557 -3.0388
C -3.8685 -0.1735 -2.1073
C 3.3328 -0.6271 0.0467
C 4.1877 -1.0647 1.0606
C 5.5458 -1.1769 0.8084
C 6.0479 -0.8511 -0.4425
C 5.2025 -0.3950 -1.4504
C 3.8463 -0.2801 -1.2132
C 1.0959 -0.9050 1.9000
C 0.4646 0.0391 2.7128
C 0.1589 -0.2806 4.0247
C 0.4637 -1.5397 4.5231
C 1.0623 -2.4955 3.7109
C 1.3850 -2.1822 2.4023
H -0.2253 -2.6532 -2.0049
H -0.0139 -0.9514 -2.4374
H -1.5369 -4.0253 -0.4994
H -2.0469 -5.5080 1.3882
H -2.7893 -4.5599 3.5448
H -3.0362 -2.1186 3.8180
H -2.5284 -0.6043 1.9307
H -2.4402 -3.2280 -2.6632
H -4.2593 -3.3395 -4.3022
H -5.8265 -1.4489 -4.5520
H -5.5896 0.5642 -3.1444
H -3.7739 0.7025 -1.4802
H 3.8067 -1.2965 2.0449
H 6.2112 -1.5156 1.5908
H 7.1085 -0.9471 -0.6356
H 5.6057 -0.1324 -2.4191
H 3.1898 0.0745 -1.9978
H 0.2087 1.0218 2.3425
H -0.3191 0.4541 4.6590
H 0.2270 -1.7814 5.5512
H 1.2824 -3.4809 4.0995
H 1.8389 -2.9350 1.7681
C 2.3283 4.5693 -2.1248
C 1.6623 3.5029 -1.3178
N 0.4490 2.9593 -1.7159
O 0.0687 3.3530 -2.9669
C 2.1260 3.0515 -0.1367
C 3.2187 3.6167 0.6940
N 1.0671 0.9080 -0.3742
O 0.9740 -1.6278 -0.7314
H 1.6686 5.4309 -2.2296
H 2.5458 4.2030 -3.1278
H 3.2539 4.8859 -1.6540
H -0.8998 3.2596 -2.9860
H 3.0332 4.6702 0.9061
H 4.1789 3.5423 0.1800
H 3.2953 3.0787 1.6367
F -2.2331 2.5906 -1.2338
As -2.7552 3.7225 0.2041
F -4.2727 3.0158 0.1420
F -3.0158 4.8887 -0.9683
F -2.9689 4.7134 1.5336
F -0.9796 4.0393 0.1478
F -2.1299 2.3902 1.1797

2.
ORCA calculation (the ωB97M-V functional and the def2-TZVPD basis) on an isolated ion of composition CH3N2O and charge +1 at a distorted geometry.

Net charge: +1
Total energy: -6099.6474 eV
SMILES: O=[N+]1CN1
Energy above the lowest of the compared OMol25 structures with the same formula, charge and spin: 118.4 kcal/mol
Frontier orbital gap: 0.40390 Eh
E_LUMO: -6.390 eV

CARTESIAN COORDINATES (ANGSTROEM)
O 1.8622 1.6952 0.9633
N 0.9946 1.1030 0.4088
C 0.3661 -0.3520 0.1413
N -0.1742 1.0151 -0.0037
H -0.1042 -0.8445 1.0979
H 0.6848 -1.0654 -0.6887
H -0.8284 1.8513 -0.1627

no.,molecular weight (g/mol)
1,771.36
2,59.05